47
Properties=species:S:1:pos:R:3 method="wB97M-V/def2-TZVPD" smiles="CC(C)Cn1nc(NS(=O)(=O)c2ccccc2)c2cc3ccccc3nc21" homo_lumo_gap_ev=7.62 e_above_lowest_kcal_mol=40.5 e_tot_ev=-41955.2310
C -0.598 3.528 0.974
C -1.857 2.880 0.406
C -1.803 2.834 -1.118
C -2.057 1.470 0.993
N -0.912 0.627 0.814
N -0.658 0.024 -0.375
C 0.495 -0.587 -0.281
N 1.002 -1.296 -1.345
S 0.580 -0.709 -2.883
O 0.763 0.711 -2.935
O 1.330 -1.521 -3.795
C -1.150 -1.121 -2.951
C -1.527 -2.420 -2.684
C -2.872 -2.750 -2.727
C -3.811 -1.780 -3.041
C -3.414 -0.481 -3.317
C -2.070 -0.146 -3.274
C 1.064 -0.405 1.019
C 2.192 -0.778 1.710
C 2.314 -0.329 3.035
C 3.436 -0.648 3.833
C 3.531 -0.205 5.119
C 2.505 0.584 5.675
C 1.406 0.916 4.940
C 1.270 0.476 3.603
N 0.166 0.838 2.931
C 0.089 0.411 1.691
H 0.290 3.030 0.591
H -0.586 3.464 2.060
H -0.548 4.575 0.684
H -2.728 3.471 0.714
H -2.728 2.425 -1.518
H -0.978 2.211 -1.453
H -1.665 3.836 -1.518
H -2.227 1.537 2.070
H -2.911 0.987 0.510
H 1.958 -1.603 -1.260
H -0.770 -3.151 -2.447
H -3.187 -3.761 -2.516
H -4.859 -2.040 -3.072
H -4.150 0.268 -3.566
H -1.721 0.852 -3.477
H 2.965 -1.393 1.269
H 4.218 -1.254 3.398
H 4.392 -0.454 5.721
H 2.600 0.926 6.696
H 0.611 1.520 5.349